{"formula": "C10H30CoO2P2Si", "method": "wB97M-V/def2-TZVPD", "e_tot_ev": -79031.6234, "spin_multiplicity": 4, "s_squared": 3.776, "gap_ev": [5.07, 8.05], "charge": 0, "elements": ["H", "H", "H", "H", "H", "H", "C", "O", "P", "H", "H", "H", "H", "Co", "H", "C", "H", "H", "C", "C", "Si", "C", "H", "C", "O", "H", "H", "C", "H", "P", "H", "C", "H", "C", "H", "H", "H", "C", "H", "H", "H", "H", "H", "H", "H", "H"], "positions_angstrom": [[-0.4182, 3.7326, -3.2822], [2.2982, -2.8297, -1.3341], [-1.3646, 2.2304, -3.5442], [-1.3576, -2.9084, 0.3445], [-0.2693, -3.7398, -3.3380], [-0.0019, 1.9069, 4.6445], [-1.3256, 2.9816, -0.5931], [0.2513, 0.1116, 1.4114], [-0.0126, -2.0963, -1.5525], [-1.4104, 0.4624, -0.8310], [2.3027, 2.7756, -1.5793], [1.2074, 4.1649, -1.2935], [0.6546, -2.2826, -3.8540], [0.1766, -0.0126, -1.2989], [-0.8603, 2.2000, 3.0843], [-0.3947, 2.6399, -3.2400], [1.3955, -3.0775, 0.1854], [2.6450, -0.5489, 3.3854], [1.0834, 0.0097, 0.3593], [-1.4273, -2.9706, -0.7507], [0.2530, 0.0286, 3.1175], [-0.2081, -2.6472, -3.2818], [-2.3151, 2.5671, -0.8181], [0.0650, 1.8102, 3.5538], [2.2977, -0.0543, 0.4260], [-1.4568, -0.4132, -0.9296], [-1.3016, 4.0367, -0.8916], [1.6887, -0.9624, 3.7297], [-1.4058, -4.0260, -1.0473], [-0.0255, 2.0843, -1.5484], [1.5793, 3.0235, 0.0357], [1.4080, 3.1159, -1.0454], [-1.1225, -2.1970, -3.6884], [1.3429, -3.1613, -0.9089], [0.3852, 2.2486, -3.9024], [-1.5600, -0.9254, 4.4094], [1.1618, -4.2086, -1.1827], [-1.3602, -0.8336, 3.3305], [0.8852, 2.4333, 3.1712], [-2.1864, -0.2657, 2.8652], [1.6481, -0.9856, 4.8264], [-2.3742, -2.5255, -1.0752], [-1.1414, 2.9125, 0.4890], [0.3115, 0.0218, -2.7729], [-1.3813, -1.8380, 2.8814], [1.6408, -1.9879, 3.3335]], "lowdin_spin": [0.00, 0.00, 0.00, 0.00, 0.00, 0.00, 0.03, 0.04, 0.10, 0.04, 0.00, 0.00, 0.01, 2.22, 0.00, 0.02, 0.00, 0.00, 0.10, 0.03, 0.01, 0.03, 0.00, 0.00, 0.06, 0.05, 0.01, 0.00, 0.01, 0.09, 0.00, 0.00, 0.00, 0.01, 0.01, 0.00, 0.00, 0.00, 0.00, 0.00, 0.00, 0.00, 0.00, 0.10, 0.00, 0.00]}

{"formula": "C10H30F3N4O5P2S", "method": "wB97M-V/def2-TZVPD", "e_tot_ev": -64613.5721, "spin_multiplicity": 1, "gap_ev": 6.90, "charge": 1, "elements": ["H", "N", "N", "F", "H", "C", "P", "C", "H", "C", "N", "H", "H", "H", "H", "H", "C", "H", "O", "O", "H", "C", "O", "H", "H", "P", "C", "C", "F", "C", "H", "H", "N", "H", "H", "H", "H", "H", "H", "C", "H", "H", "H", "O", "H", "C", "H", "H", "H", "O", "H", "H", "S", "F", "H"], "positions_angstrom": [[-0.1116, 5.9455, 3.0154], [1.3784, 7.0853, 0.0346], [-0.4584, -0.6588, 0.9326], [-2.5641, -6.3405, -2.6499], [1.7216, 6.8284, 0.9555], [0.2173, 1.0602, 2.5864], [0.3024, -6.5203, -3.1467], [-1.0064, -6.0753, 0.2728], [1.1587, -4.2375, -3.6505], [-0.0124, 6.6486, -0.0840], [-0.6059, -5.0793, -2.4399], [-0.0478, 4.2122, 3.3371], [2.6280, 1.8127, 2.6204], [-0.2828, -5.8168, -5.1319], [0.4522, 2.1217, 2.7210], [-0.5001, 7.6825, 1.7661], [-0.8932, 7.5678, 0.7559], [-1.1006, -5.7257, 1.3007], [-0.6950, -3.5068, -0.1576], [0.4039, 4.7097, 1.4214], [0.0162, -8.5474, -2.5635], [-2.1325, -5.1019, -2.6487], [1.3023, 0.2599, 3.0115], [-0.4440, -7.0069, 0.2784], [1.9628, 6.5734, -0.6184], [0.0511, -4.8667, -0.5453], [-0.2596, 0.7810, 1.1596], [2.5859, 0.7197, 2.6262], [-2.4515, -4.5246, -3.8011], [-0.3390, 4.9614, 2.6014], [-1.4156, 4.8836, 2.4224], [0.4104, -1.1083, 1.2197], [1.8042, -6.4477, -2.9750], [-1.2355, 1.2645, 1.0576], [-0.6019, 0.8203, 3.2699], [-1.1494, -1.0191, 1.5846], [-1.2633, 4.8881, 0.2119], [-0.3037, 6.7778, -1.1313], [2.2788, -5.6943, -2.5065], [-0.1979, 5.1573, 0.2194], [1.5514, 0.7457, -0.0473], [-0.9249, 8.5596, 0.3083], [0.2905, 4.5867, -0.5755], [-0.4355, -7.7027, -2.4197], [0.1302, 1.3558, -0.8822], [0.6486, 1.3462, 0.0771], [0.9447, 2.3682, 0.3160], [-1.9152, 7.1905, 0.8245], [-0.1233, -2.7296, -0.2830], [-0.3055, -6.6166, -4.5939], [-1.9892, -6.2466, -0.1451], [3.2973, 0.3434, 3.3593], [0.0476, -3.5993, -3.2467], [-2.6971, -4.4361, -1.6632], [2.8788, 0.3514, 1.6393]], "mulliken_charge": [0.24, -0.71, -0.48, -0.21, 0.31, -0.41, 0.74, -0.97, 0.21, 0.30, -0.29, 0.33, 0.23, 0.39, 0.09, 0.29, -1.43, 0.42, -0.38, -0.31, 0.39, 0.83, -0.42, 0.34, 0.27, 0.43, 0.10, -0.58, -0.23, -0.81, 0.34, 0.43, -0.62, 0.41, 0.43, 0.21, 0.44, 0.41, 0.30, -0.71, 0.29, 0.35, 0.35, -0.41, 0.37, -1.31, 0.17, 0.35, 0.31, -0.47, 0.31, 0.28, 0.03, -0.18, 0.23]}

Repeat the second record exactly.
{"formula": "C10H30F3N4O5P2S", "method": "wB97M-V/def2-TZVPD", "e_tot_ev": -64613.5721, "spin_multiplicity": 1, "gap_ev": 6.90, "charge": 1, "elements": ["H", "N", "N", "F", "H", "C", "P", "C", "H", "C", "N", "H", "H", "H", "H", "H", "C", "H", "O", "O", "H", "C", "O", "H", "H", "P", "C", "C", "F", "C", "H", "H", "N", "H", "H", "H", "H", "H", "H", "C", "H", "H", "H", "O", "H", "C", "H", "H", "H", "O", "H", "H", "S", "F", "H"], "positions_angstrom": [[-0.1116, 5.9455, 3.0154], [1.3784, 7.0853, 0.0346], [-0.4584, -0.6588, 0.9326], [-2.5641, -6.3405, -2.6499], [1.7216, 6.8284, 0.9555], [0.2173, 1.0602, 2.5864], [0.3024, -6.5203, -3.1467], [-1.0064, -6.0753, 0.2728], [1.1587, -4.2375, -3.6505], [-0.0124, 6.6486, -0.0840], [-0.6059, -5.0793, -2.4399], [-0.0478, 4.2122, 3.3371], [2.6280, 1.8127, 2.6204], [-0.2828, -5.8168, -5.1319], [0.4522, 2.1217, 2.7210], [-0.5001, 7.6825, 1.7661], [-0.8932, 7.5678, 0.7559], [-1.1006, -5.7257, 1.3007], [-0.6950, -3.5068, -0.1576], [0.4039, 4.7097, 1.4214], [0.0162, -8.5474, -2.5635], [-2.1325, -5.1019, -2.6487], [1.3023, 0.2599, 3.0115], [-0.4440, -7.0069, 0.2784], [1.9628, 6.5734, -0.6184], [0.0511, -4.8667, -0.5453], [-0.2596, 0.7810, 1.1596], [2.5859, 0.7197, 2.6262], [-2.4515, -4.5246, -3.8011], [-0.3390, 4.9614, 2.6014], [-1.4156, 4.8836, 2.4224], [0.4104, -1.1083, 1.2197], [1.8042, -6.4477, -2.9750], [-1.2355, 1.2645, 1.0576], [-0.6019, 0.8203, 3.2699], [-1.1494, -1.0191, 1.5846], [-1.2633, 4.8881, 0.2119], [-0.3037, 6.7778, -1.1313], [2.2788, -5.6943, -2.5065], [-0.1979, 5.1573, 0.2194], [1.5514, 0.7457, -0.0473], [-0.9249, 8.5596, 0.3083], [0.2905, 4.5867, -0.5755], [-0.4355, -7.7027, -2.4197], [0.1302, 1.3558, -0.8822], [0.6486, 1.3462, 0.0771], [0.9447, 2.3682, 0.3160], [-1.9152, 7.1905, 0.8245], [-0.1233, -2.7296, -0.2830], [-0.3055, -6.6166, -4.5939], [-1.9892, -6.2466, -0.1451], [3.2973, 0.3434, 3.3593], [0.0476, -3.5993, -3.2467], [-2.6971, -4.4361, -1.6632], [2.8788, 0.3514, 1.6393]], "mulliken_charge": [0.24, -0.71, -0.48, -0.21, 0.31, -0.41, 0.74, -0.97, 0.21, 0.30, -0.29, 0.33, 0.23, 0.39, 0.09, 0.29, -1.43, 0.42, -0.38, -0.31, 0.39, 0.83, -0.42, 0.34, 0.27, 0.43, 0.10, -0.58, -0.23, -0.81, 0.34, 0.43, -0.62, 0.41, 0.43, 0.21, 0.44, 0.41, 0.30, -0.71, 0.29, 0.35, 0.35, -0.41, 0.37, -1.31, 0.17, 0.35, 0.31, -0.47, 0.31, 0.28, 0.03, -0.18, 0.23]}